Below is a molecular structure, C33H26AsF6IrN4O2S2, with properties calculated with ωB97M-V/def2-TZVPD.

## Properties
energy: -146352.018 eV
HOMO (spin up / spin down): -8.395 / -8.659 eV
maximum force: 0.47 eV/A
multiplicity: 5
relative energy (zero: lowest compared OMol25 entry of this formula, charge and spin): 12.27 kcal per mole

The geometry in XYZ format:
```
75
Properties=species:S:1:pos:R:3:forces:R:3:lowdin_spin:R:1
C 1.61284 0.92061 3.47394 0.025 0.004 -0.027 0.047
C -0.72398 2.54267 -1.39559 0.002 0.256 -0.301 0.229
C -1.34146 -2.31879 1.88160 -0.030 0.003 0.006 0.060
C -2.00919 4.37350 -2.36653 -0.006 0.086 -0.019 0.031
C -2.23028 5.28320 -3.38057 -0.059 0.020 0.054 -0.006
H -1.96552 -5.60363 1.38970 -0.001 0.000 0.001 0.005
N -0.38139 -1.37928 2.44766 0.037 0.018 -0.066 0.030
C 2.12517 -1.04351 2.09700 0.005 0.031 0.019 0.006
N 1.80376 0.38257 2.14973 0.082 0.001 0.009 0.135
H -1.82850 -3.24907 -5.57984 -0.002 -0.001 0.000 0.000
C -1.22731 -1.86630 -2.59051 0.017 0.020 -0.003 0.006
H 1.40764 -3.98327 -2.84558 0.000 0.004 -0.002 0.000
F 2.02101 0.10585 -1.10740 -0.030 -0.091 -0.101 0.009
C -1.58802 6.28645 -5.51782 0.007 -0.006 0.006 0.003
As 2.78776 0.35646 -2.67950 0.233 0.143 0.225 0.000
H -4.49468 -2.24633 0.59401 0.002 0.000 0.001 0.005
F 2.82921 2.06151 -2.31735 -0.082 0.001 -0.052 0.001
H -4.11697 -4.69916 0.55140 0.002 -0.001 -0.001 -0.002
F 4.32563 0.16443 -1.90222 -0.004 -0.018 -0.001 0.000
H 2.88675 0.91321 6.60445 -0.001 0.001 0.001 0.003
C 0.36187 -2.06140 -0.91966 0.028 0.002 -0.028 0.004
O -2.54239 -0.27855 -1.33095 0.038 0.042 -0.019 0.126
F 1.20474 0.55288 -3.36854 -0.150 -0.011 -0.067 0.000
C -3.35279 -4.03479 0.93021 0.004 0.008 0.007 -0.005
H -2.80776 -1.56638 -4.01598 0.001 -0.001 0.000 0.000
C 2.85372 1.19633 1.48040 -0.025 -0.003 -0.003 0.011
C -0.17293 -3.71851 -4.30557 0.001 0.004 0.007 0.001
H 2.50297 2.22352 1.39108 -0.003 0.000 0.007 0.002
C -0.93084 -1.01282 3.79076 0.000 0.014 0.018 0.016
S -2.84589 -0.10913 1.25149 0.079 0.001 -0.072 0.808
H -1.10375 -1.92370 4.36925 0.002 -0.005 -0.001 0.001
C -1.51934 -0.93357 -1.46907 -0.052 -0.098 0.038 0.011
H 3.05031 -1.27793 2.63636 0.001 0.003 0.018 0.003
H -0.24976 -4.13185 2.25932 0.003 0.010 0.002 -0.002
C 2.24138 1.18183 5.77874 0.002 0.000 0.003 0.052
C 0.59012 1.85202 3.65952 -0.018 0.041 0.025 0.035
N -0.48830 -1.00841 -0.55199 0.060 0.065 0.051 0.030
H -1.86932 -0.47636 3.68006 -0.006 -0.003 -0.008 0.012
H -2.67328 4.33085 -1.51410 0.013 0.012 0.003 0.001
H 1.11200 -2.86732 2.12314 -0.010 0.007 -0.013 0.000
H 3.04806 0.79976 0.49157 -0.009 -0.014 -0.025 0.001
C -1.34718 -3.04329 -4.63269 0.003 0.004 0.009 0.001
C 1.23445 2.12176 5.96069 -0.004 -0.003 -0.002 -0.005
O 1.21666 -2.55104 -0.22133 -0.050 -0.050 -0.004 0.006
C 0.41285 2.46345 4.90109 0.019 -0.016 -0.005 0.044
H 0.75063 2.81984 -3.59926 0.020 0.002 0.018 0.001
F 2.70083 -1.34866 -2.96646 -0.008 -0.012 -0.011 0.000
C -1.90103 -2.10253 -3.76995 -0.012 0.014 -0.016 0.000
H 1.13799 -2.10389 3.71440 -0.005 -0.015 0.003 0.001
H 0.37960 4.48673 -5.40075 0.006 0.002 0.008 -0.001
C -0.28334 4.44807 -4.54738 0.040 -0.007 -0.046 -0.006
C -2.56947 -1.80229 1.41195 -0.017 0.011 -0.009 0.060
H 2.28664 -1.27660 1.04866 0.009 0.013 0.023 0.001
C -1.15933 -3.68885 1.88461 0.012 -0.034 0.004 -0.008
F 3.53135 0.63281 -4.20426 -0.012 -0.017 -0.060 0.000
H 3.76700 1.17815 2.08244 0.006 0.000 -0.004 0.003
H -0.38343 3.18574 5.02679 0.001 -0.001 0.001 0.001
H 3.24356 -0.11805 4.40199 0.000 -0.001 -0.003 -0.001
C -3.56875 -2.67093 0.95869 0.015 -0.014 0.005 0.073
C -0.92980 3.48728 -2.44385 -0.031 -0.180 0.152 0.021
C -0.06984 3.52133 -3.54433 0.024 -0.046 -0.081 0.032
C 2.43861 0.59230 4.53664 0.002 0.001 0.010 -0.003
Ir -0.31210 0.46860 0.91286 -0.235 0.110 -0.089 1.493
C 0.48612 -3.48017 -3.10362 0.010 -0.023 -0.010 0.001
N -1.77492 7.05807 -6.34856 0.000 -0.010 0.005 0.014
C 1.00437 -1.92515 2.64598 0.028 -0.008 -0.017 0.002
H -3.06747 5.96596 -3.33334 0.004 -0.001 -0.005 -0.001
S -0.50575 2.19679 2.35219 -0.044 -0.061 -0.034 0.423
C -0.54397 1.73145 -0.49935 0.083 -0.155 0.433 0.071
C -2.14736 -4.53720 1.39495 -0.007 0.003 -0.006 0.076
C -0.06870 -2.53990 -2.26425 -0.020 -0.002 0.027 0.002
H 0.23738 -4.43291 -5.00717 0.002 0.000 0.000 0.000
H 1.08999 2.58425 6.92757 0.000 -0.001 -0.001 -0.001
H -0.22489 -0.38545 4.32242 -0.011 -0.013 0.000 0.000
C -1.36194 5.32675 -4.47003 0.019 -0.030 0.016 0.027
```
Positions in Å, forces in eV/Å.

=====

Below is a molecular structure, C33H26BCl3F5N4O2PRuS3Si in a non-equilibrium geometry, with properties calculated with ωB97M-V/def2-TZVPD.

## Properties
energy: -148793.777 eV
HOMO (spin up / spin down): -4.959 / -4.955 eV
maximum force: 1.37 eV/A
multiplicity: 2
relative energy (zero: lowest compared OMol25 entry of this formula, charge and spin): 40.08 kcal per mole
charge: -1

The geometry in XYZ format:
```
80
Properties=species:S:1:pos:R:3:forces:R:3:lowdin_spin:R:1
C 0.48327 -3.57263 -4.21014 0.005 -0.008 -0.064 0.000
H 4.93962 1.84210 2.24455 -0.005 -0.006 -0.011 0.000
H 1.05280 2.80066 -2.55355 -0.022 0.027 -0.062 -0.001
H -0.04788 4.00993 -4.38763 0.017 -0.009 0.016 0.000
C 2.99312 3.81903 -0.43997 0.002 0.097 0.163 0.000
F -0.71641 -2.09863 1.02473 -0.048 -0.041 0.147 0.007
H 0.28164 6.39526 3.34155 -0.017 -0.001 -0.006 0.000
C -4.30768 -1.47549 -2.14542 -0.049 0.088 -0.210 -0.001
H 2.51604 1.46425 1.94576 0.014 0.023 0.028 0.000
C -0.35176 4.19485 -3.36491 0.017 0.021 -0.053 0.000
H -0.54079 -2.61420 -6.60926 -0.015 -0.014 0.024 0.000
C -0.55330 2.66369 2.86202 -0.007 0.183 -0.073 0.000
O 0.07674 0.76579 1.76758 -0.266 -0.813 0.258 0.035
H -1.53714 4.71482 0.26772 -0.007 0.001 -0.003 0.000
C -1.39064 5.07694 -3.09174 0.005 -0.027 0.047 0.000
B -2.90614 0.16790 -3.59758 0.022 -0.017 0.075 0.000
C -0.64057 4.65336 4.20055 0.029 -0.005 -0.001 0.000
C 0.26586 -3.00734 1.05086 0.047 0.110 0.081 0.000
C -0.92904 -2.16076 -5.71443 0.113 -0.104 0.005 -0.001
C 3.03681 2.19050 1.33254 0.016 0.002 -0.043 0.000
C -1.80121 5.26712 -1.78295 -0.008 -0.009 0.028 0.000
C -3.10453 -0.02225 -1.02755 -0.262 0.052 0.192 0.001
H -3.74172 -1.77897 1.71294 -0.025 -0.013 -0.032 0.000
H 1.47642 -3.21570 -4.47460 -0.006 0.017 -0.006 0.000
H -4.71341 -1.96352 -3.01421 0.013 0.019 0.000 0.000
H 0.23449 -4.45676 -4.79693 -0.035 0.004 0.005 0.000
C 2.53133 -3.63826 0.96238 0.021 0.065 -0.108 -0.001
H -0.91967 5.15797 5.11748 0.011 0.002 0.002 0.000
O -1.57599 0.55153 3.28991 0.048 0.032 0.069 0.008
P 0.53849 2.55573 0.24401 0.683 -0.675 -0.606 -0.004
C -0.11135 -4.32194 1.24311 -0.027 0.028 0.017 0.000
Ru 0.11170 0.18252 -0.49918 0.537 0.805 0.742 0.952
N -0.50401 -2.53973 -4.46305 -0.104 -0.004 0.030 0.000
H -2.40829 -0.61539 -6.25018 -0.005 -0.007 0.019 0.000
C 5.05831 3.32361 0.69174 -0.018 -0.040 0.005 0.000
H -1.43706 2.74038 4.79946 0.008 -0.041 -0.031 0.000
C -0.74040 1.18468 2.65443 -0.102 0.097 -0.089 0.007
C -1.83927 -1.18089 -5.53405 -0.103 0.084 0.069 0.000
C 2.17619 -4.96047 1.15346 0.197 -0.006 0.013 0.000
C -0.11410 3.72633 -1.00460 -0.109 -0.177 -0.109 -0.001
F 3.11740 -5.91621 1.18921 0.002 0.007 0.027 0.000
C 2.33073 2.89414 0.35753 -0.040 0.162 0.073 -0.001
H -2.23703 1.14138 -3.40017 -0.118 0.063 0.002 0.000
N -1.97754 -0.95923 -4.18581 0.045 -0.104 0.009 -0.001
C -3.55318 -0.78864 1.30543 -0.002 0.073 -0.040 0.000
H 4.86877 4.74783 -0.89939 -0.014 -0.006 -0.007 0.000
N -3.70598 -0.84097 -0.14167 0.039 -0.055 -0.018 -0.001
H -4.24276 -0.06449 1.73754 -0.042 -0.024 -0.002 0.000
H -1.89644 5.59081 -3.89957 0.014 0.004 -0.007 0.000
Cl 1.16515 0.21435 -4.22061 -0.135 0.303 0.097 0.003
N -3.47729 -0.38500 -2.25810 -0.126 0.119 0.001 0.000
F 0.50689 -6.58513 1.52961 -0.015 -0.002 -0.055 0.000
C 0.06940 3.36803 1.83671 -0.321 -0.067 -0.092 0.001
C -0.93103 3.30999 4.03046 -0.005 0.068 0.029 0.000
C 4.35442 4.03195 -0.26958 -0.004 0.041 -0.015 0.000
H 0.47163 -3.81231 -3.15156 0.005 0.022 0.016 0.000
F -1.40318 -4.64390 1.39169 -0.004 0.012 -0.008 0.000
H -3.82677 0.34714 -4.36722 0.104 -0.091 -0.080 0.000
S 2.12443 -0.94642 0.72751 -0.925 0.443 -0.912 -0.013
H -5.01018 -2.53691 -0.33534 0.007 0.010 0.002 0.000
S -2.09097 1.31054 -0.60373 0.640 -0.534 -0.240 0.006
H -2.62953 5.92995 -1.56453 0.002 -0.008 0.005 0.000
C 0.85112 -5.30866 1.30758 -0.073 -0.081 0.013 -0.001
C 1.59422 -2.60671 0.91016 -0.059 0.002 -0.119 -0.001
Cl 2.70851 -1.87209 -2.35220 0.000 -0.065 -0.210 -0.004
H 6.12330 3.48109 0.81025 -0.005 0.009 0.010 0.000
C 0.02818 5.35164 3.20023 0.004 0.036 -0.019 0.000
C 0.27075 3.51827 -2.33247 0.050 0.049 0.107 -0.001
S -0.89644 -1.97274 -1.82547 0.389 0.377 0.209 0.024
C 4.39598 2.40330 1.49493 -0.009 -0.004 -0.028 0.000
C 0.37167 4.71736 2.01715 -0.039 -0.107 -0.052 0.000
H 2.45424 4.36795 -1.20102 0.016 0.012 0.003 0.000
H -2.54723 -0.48323 1.57116 0.026 -0.028 -0.007 0.000
Cl 3.44118 1.22822 -2.17631 -0.033 0.015 -0.025 -0.008
C -4.45812 -1.76200 -0.83617 0.025 -0.022 0.153 -0.001
Si 1.75722 -0.00117 -2.20657 -0.191 -0.439 0.528 -0.006
H 0.87879 5.26193 1.22921 0.005 0.045 0.038 0.000
F 3.83277 -3.36486 0.81790 0.008 -0.045 0.038 -0.001
C -1.13465 -1.77551 -3.53235 0.132 -0.043 0.080 0.002
C -1.17732 4.58497 -0.74411 0.081 0.113 -0.034 -0.001
```
Positions in Å, forces in eV/Å.

=====

Below is a molecular structure, C33H26Cl3CsGeN7O12, with properties calculated with ωB97M-V/def2-TZVPD.

## Properties
energy: -164279.503 eV
HOMO (spin up / spin down): -0.740 / -3.605 eV
maximum force: 0.83 eV/A
multiplicity: 2
relative energy (zero: lowest compared OMol25 entry of this formula, charge and spin): 0.00 kcal per mole
charge: -2

The geometry in XYZ format:
```
83
Properties=species:S:1:pos:R:3:forces:R:3:lowdin_spin:R:1
H -1.98689 -2.27735 1.55491 -0.076 -0.234 0.043 0.001
O -2.82696 0.29081 -1.22614 -0.486 0.641 -0.186 0.000
H -4.02161 2.67017 0.64315 -0.061 -0.022 -0.034 0.000
C -1.33822 3.19786 0.39591 -0.099 0.222 0.300 0.000
C 0.59582 -3.03871 -2.38456 0.042 -0.109 0.067 -0.003
H 3.60416 4.49355 3.94155 -0.003 0.006 -0.002 0.000
C 1.99911 3.50427 1.14034 -0.001 -0.045 -0.017 0.000
C 2.78087 -1.80895 1.14407 -0.162 -0.073 -0.051 0.000
O 8.43541 1.59933 10.68564 0.008 0.007 0.000 0.000
O -1.83325 4.23595 -0.15083 -0.157 -0.021 0.296 0.000
C -1.30126 -3.87761 -0.93517 0.017 -0.008 -0.077 0.074
O -1.76159 -1.37796 1.88566 0.111 0.421 -0.032 0.002
C 4.19738 1.80415 4.21173 -0.001 -0.032 -0.010 0.000
C -2.12471 -5.62126 -2.88074 0.044 0.032 0.105 0.003
C -2.96209 -0.81616 2.33996 -0.094 -0.038 0.068 0.001
H -1.93078 0.74690 3.33970 -0.037 0.002 0.009 0.000
H 2.30814 -2.34442 0.32349 0.007 -0.009 0.014 0.000
H 6.72018 -0.74238 7.14815 0.004 -0.003 0.004 0.000
Cl 0.44560 4.74988 -2.05666 -0.240 -0.106 0.068 0.000
H -3.76398 -0.96726 1.60563 0.018 0.059 0.005 0.001
C 4.44174 0.45579 4.20759 -0.004 0.008 -0.015 0.000
H 2.29072 5.43718 2.04443 0.003 0.000 0.004 0.000
C 3.90422 -0.38352 3.17203 0.018 0.001 0.019 0.000
O -1.88369 -6.67299 -4.92983 0.035 -0.038 0.040 -0.007
N -3.10073 -4.61859 0.50572 -0.017 0.124 0.101 0.287
N 2.54711 -0.51187 1.19016 0.169 0.169 0.003 0.000
C -3.09979 1.42346 -0.88624 -0.185 -0.248 0.152 0.000
H -3.68993 -6.22367 -1.52380 -0.007 0.003 0.013 0.008
O 0.93217 -2.82358 -3.55873 -0.052 -0.059 0.059 -0.004
N 2.18759 2.19971 1.16881 -0.012 0.012 -0.011 0.000
C 3.20650 3.84989 3.16389 0.018 -0.013 0.018 0.000
C -2.83964 -5.58612 -1.69575 -0.015 -0.041 -0.031 0.077
H -2.35147 3.49824 2.25838 -0.046 -0.054 0.019 0.000
O -3.05167 2.50295 -1.65053 0.330 -0.034 -0.088 0.000
H 4.72891 -2.23020 3.88868 -0.004 -0.008 -0.007 0.000
C 9.06098 0.45198 11.22182 -0.002 -0.009 0.000 0.000
N -2.50215 1.48125 1.50649 0.280 0.150 -0.188 0.000
H -0.88377 2.47048 2.35819 0.023 0.035 -0.014 0.000
C 3.56950 -2.48044 2.09250 0.000 0.019 0.002 0.000
H -3.29813 -1.29688 3.27154 -0.010 -0.050 -0.047 0.000
C -1.76717 2.70646 1.76262 -0.053 0.020 -0.026 0.000
H 3.71194 -3.54901 2.00454 -0.003 0.001 -0.003 0.000
N 5.21882 0.10126 5.28752 -0.006 0.017 -0.002 0.000
C 6.22332 1.32559 7.17291 0.007 -0.002 0.008 0.000
N 4.84319 2.28797 5.32770 -0.012 0.010 -0.009 0.000
Cl -2.68772 5.03802 -3.06211 -0.071 0.076 -0.040 0.000
C 5.43964 1.21787 5.93746 0.009 -0.017 0.013 0.000
C -0.62051 -3.93290 -2.13689 0.096 -0.073 -0.213 0.001
C 4.12599 -1.76498 3.11894 -0.006 -0.008 0.004 0.000
C 7.72643 1.44337 9.53059 -0.005 -0.015 -0.007 0.000
C 7.58594 0.23771 8.85215 0.009 0.006 0.012 0.000
O 1.12137 -2.56763 -1.33630 0.371 -0.393 -0.060 0.000
H -3.68293 1.01070 3.20355 0.008 -0.008 0.032 0.000
C 6.83949 0.18951 7.68405 -0.021 0.011 -0.020 0.000
H 1.44348 3.88996 0.29310 -0.017 0.009 -0.023 0.000
H 4.87529 3.24312 5.63113 0.002 0.000 0.001 0.000
Cs -0.07845 -0.16044 -1.05549 0.522 -0.390 0.205 0.001
O -0.64293 2.44618 -0.31039 -0.016 0.323 -0.571 0.000
Cl -0.82803 2.13907 -3.54239 0.058 0.160 -0.028 0.000
C 3.11517 0.21129 2.17143 -0.007 -0.116 0.067 0.000
C 2.89414 1.66725 2.17585 -0.004 -0.026 0.008 0.000
H 8.32927 -0.31975 11.47605 0.001 0.001 -0.002 0.000
Ge -1.49644 3.55739 -2.00988 0.075 -0.065 0.039 0.000
C -2.42015 -4.69026 -0.70393 -0.096 0.003 0.139 0.026
C 6.37409 2.52641 7.86818 -0.008 -0.010 -0.021 0.000
H 9.56779 0.77765 12.12642 -0.003 0.002 -0.001 0.000
C 2.48458 4.37584 2.12321 -0.019 0.022 -0.022 0.000
H 9.79553 0.03522 10.52726 -0.002 0.003 -0.001 0.000
O -4.11861 -5.35699 0.70015 0.071 0.015 -0.021 0.264
H 7.23145 3.51924 9.57196 0.000 -0.003 -0.001 0.000
N -2.55407 -6.57701 -3.91557 -0.121 0.127 -0.083 -0.004
C 7.11570 2.58951 9.03080 0.002 0.008 0.008 0.000
C -3.58560 1.66598 0.55573 -0.163 0.020 0.003 0.000
O -2.67428 -3.80686 1.42929 -0.122 -0.251 -0.184 0.171
H -4.36295 0.92412 0.74089 0.040 0.019 0.048 0.000
H 5.90413 3.43441 7.50983 0.005 0.004 0.008 0.000
H -0.98113 -3.20943 -0.15420 0.147 0.007 0.015 0.007
O -3.57334 -7.22171 -3.72907 0.054 -0.036 0.033 -0.006
C -1.02930 -4.80947 -3.14034 -0.125 -0.057 0.029 0.095
C -2.78534 0.65956 2.66210 0.071 -0.087 0.068 0.000
H 8.04763 -0.66745 9.21878 0.000 -0.001 0.000 0.000
H -0.50512 -4.83488 -4.08226 -0.001 0.003 0.008 0.006
C 3.43495 2.46983 3.20457 -0.021 0.039 -0.011 0.000
```
Positions in Å, forces in eV/Å.